ORCA calculation (ωB97M-V with the def2-TZVPD basis set) on a single C5H8O molecule.

Positions of all 14 atoms, in Å:
C  1.39519  -0.25808  -0.76890
C  0.45306  0.22967  0.29795
C  -0.78870  -0.59812  0.50862
C  -1.82176  -0.44158  -0.58782
O  -1.70984  0.28131  -1.54776
C  0.68074  1.32515  1.01832
H  0.86978  -0.36041  -1.72492
H  1.80202  -1.24342  -0.50562
H  2.23236  0.43172  -0.90835
H  -0.55026  -1.67154  0.57150
H  -1.28479  -0.34873  1.45694
H  -2.73692  -1.05833  -0.44984
H  -0.01344  1.65931  1.78632
H  1.56541  1.93624  0.85688

Atoms 1-2, force components in eV/Å:
0.0 0.0 -0.1
0.1 0.1 0.1

Calculated values
highest occupied orbital energy: -9.4593 eV
structure (SMILES): C=C(C)CC=O
LUMO: 0.958 eV
total energy: -7361.289 eV
2S+1: 1
frontier orbital gap: 10.4 eV

---

ORCA calculation (ωB97M-V with the def2-TZVPD basis set) on a single C4H12N2 molecule in a non-equilibrium geometry.

Positions of all 18 atoms, in Å:
C  -1.17987  -2.08572  0.50444
N  0.25009  -1.76558  0.69321
C  0.74863  -0.54717  0.02035
C  0.04414  0.65118  0.66070
C  0.41336  1.96376  -0.07957
N  0.13333  1.82932  -1.50749
H  -1.34286  -3.14248  0.75020
H  -1.70599  -1.44475  1.19969
H  -1.65100  -2.06328  -0.49820
H  0.69870  -2.55642  0.23356
H  0.46257  -0.67894  -1.02437
H  1.80094  -0.44445  0.29849
H  0.28212  0.72733  1.72237
H  -1.03828  0.56617  0.59172
H  1.46860  2.20102  0.14641
H  -0.09328  2.86091  0.28389
H  0.57710  1.16792  -2.11151
H  0.13170  2.76116  -1.88389

Atoms 1-2, force components in eV/Å:
0.1 -0.1 0.3
0.0 -1.3 -0.8

Calculated values
highest occupied orbital energy: -8.8969 eV
structure (SMILES): CNCCCN
LUMO: 1.158 eV
total energy: -7321.891 eV
2S+1: 1
frontier orbital gap: 10.1 eV

---

ORCA calculation (ωB97M-V with the def2-TZVPD basis set) on 2 unconnected molecules or ions with the total composition C6H10O.

Positions of all 17 atoms, in Å:
C  -0.94759  -0.33827  0.37162
C  -0.17304  -1.35779  -0.44217
O  1.12201  -1.23292  -0.36601
C  1.82764  -0.22087  0.42370
C  1.58000  1.20213  0.00847
C  0.40154  1.73833  -0.30289
C  -0.92557  1.03096  -0.33299
H  -0.56614  -0.22008  1.39737
H  -1.98278  -0.69445  0.43735
H  -2.72738  -3.40968  -0.43099
H  -2.08177  -3.09043  -0.66113
H  1.56866  -0.38141  1.47386
H  2.88025  -0.47751  0.29216
H  2.45943  1.84470  0.00065
H  0.38681  2.79809  -0.55723
H  -1.26041  0.90326  -1.37110
H  -1.67099  1.68721  0.12858

Atoms 1-2, force components in eV/Å:
0.0 0.0 0.0
0.3 0.3 0.2

Calculated values
highest occupied orbital energy: -8.0878 eV
LUMO: 0.873 eV
total energy: -8427.265 eV
2S+1: 1
frontier orbital gap: 9.0 eV

---

ORCA calculation (ωB97M-V with the def2-TZVPD basis set) on a molecular structure, C44H62N5P2S2Y in a non-equilibrium geometry.

Positions of all 116 atoms, in Å:
Y  -0.10930  -1.06831  0.21233
C  -2.69239  -1.57557  -2.37076
C  -1.79707  -0.72024  -3.27767
C  -1.99379  -1.15907  -4.72690
P  -0.09549  -0.83745  -2.58969
C  1.07973  0.33496  -3.40995
C  0.55984  1.00523  -4.68146
C  1.55989  1.39781  -2.42065
C  0.51548  -2.48910  -2.99047
C  0.87967  -2.80131  -4.30842
C  1.49606  -3.98658  -4.65331
C  1.86004  -4.31245  -6.07647
C  1.78452  -4.85798  -3.60050
C  1.44308  -4.57299  -2.29304
C  0.76585  -3.39324  -1.94954
N  0.43385  -3.05909  -0.61180
C  0.50110  -4.09298  0.36272
C  -0.12187  -5.32575  0.15938
C  -0.06513  -6.32271  1.11666
C  0.59893  -6.13541  2.32924
C  0.66034  -7.21984  3.37291
C  1.18860  -4.89928  2.54758
C  1.15645  -3.87584  1.59156
P  1.76615  -2.18848  1.91940
C  1.80863  -1.87536  3.72497
C  2.67867  -2.77811  4.62804
C  0.37821  -1.77799  4.26623
C  3.45774  -1.93290  1.23593
C  4.56388  -2.80403  1.82588
C  3.43681  -2.05884  -0.28928
H  -3.73612  -1.49053  -2.67841
H  -2.65197  -1.27139  -1.31905
H  -2.40837  -2.62970  -2.42183
H  -2.08963  0.32768  -3.15695
H  -1.71095  -2.20393  -4.86217
H  -1.43438  -0.55473  -5.43654
H  -3.05202  -1.07402  -4.98357
H  1.92686  -0.30374  -3.66842
H  -0.39304  1.51634  -4.51305
H  0.41933  0.30000  -5.49845
H  1.27875  1.75385  -5.01976
H  0.73942  2.06425  -2.14185
H  2.34475  2.00764  -2.87228
H  1.97399  0.97398  -1.50159
H  0.68420  -2.07525  -5.09252
H  1.59700  -3.49544  -6.74777
H  1.34146  -5.20682  -6.42400
H  2.93058  -4.49564  -6.17639
H  2.30577  -5.78588  -3.80967
H  1.71741  -5.28351  -1.52435
H  -0.65336  -5.49734  -0.76855
H  -0.55184  -7.27150  0.92064
H  0.35647  -8.18062  2.96065
H  0.00163  -6.99977  4.21498
H  1.67072  -7.32946  3.76727
H  1.69071  -4.73395  3.49021
H  2.22117  -0.86021  3.75129
H  2.04420  -3.37850  5.28180
H  3.31549  -2.16975  5.27063
H  3.32750  -3.46091  4.08806
H  -0.13414  -2.74226  4.19169
H  -0.20286  -1.02065  3.73743
H  0.39752  -1.50426  5.32237
H  3.65648  -0.88226  1.48049
H  4.33325  -3.86644  1.71165
H  4.74603  -2.60051  2.87789
H  5.49657  -2.61378  1.29161
H  3.14710  -3.05849  -0.61407
H  4.43451  -1.84831  -0.67802
H  2.75099  -1.35694  -0.77966
S  0.80078  1.34379  1.66347
C  0.10295  2.74589  1.05399
N  0.32648  3.93519  1.56222
C  -0.25551  5.13994  0.95731
C  -0.25708  4.97816  -0.52862
N  -1.00900  3.76088  -0.86865
C  -1.83408  3.83244  -2.11033
C  -2.78337  4.99782  -2.07088
C  -3.88582  4.94666  -1.22089
C  -4.76328  6.01746  -1.15219
C  -4.54768  7.14324  -1.93987
C  -3.45829  7.19366  -2.79715
C  -2.57610  6.12192  -2.86006
C  -0.89713  2.68603  -0.13227
S  -1.82922  1.30303  -0.36075
C  1.04703  4.16188  2.84498
C  0.08830  4.59533  3.91739
C  -0.00699  5.93156  4.28636
C  -0.91335  6.32404  5.26428
C  -1.72811  5.37957  5.87035
C  -1.63735  4.04156  5.50361
C  -0.73165  3.64974  4.53118
H  0.36979  5.98477  1.23927
H  -1.25717  5.31330  1.35516
H  0.75285  4.91079  -0.93928
H  -0.76654  5.82053  -0.99029
H  -2.37395  2.89400  -2.18012
H  -1.13810  3.90103  -2.94993
H  -4.06177  4.06172  -0.61735
H  -5.62068  5.97303  -0.49392
H  -5.23544  7.97705  -1.89104
H  -3.29626  8.06435  -3.41848
H  -1.72950  6.15852  -3.53780
H  1.79547  4.92970  2.64900
H  1.55730  3.24098  3.10120
H  0.64449  6.66801  3.82791
H  -0.97396  7.36316  5.55888
H  -2.42682  5.68292  6.63867
H  -2.26305  3.30413  5.98931
H  -0.64612  2.60402  4.25489
N  -2.08805  -2.42140  1.20918
N  -2.16254  -1.18073  1.93443
H  -2.99581  -2.83814  1.02092
H  -1.55493  -3.08713  1.76616
H  -2.48691  -1.29210  2.89152
H  -2.82352  -0.57663  1.45561

Atoms 1-2, force components in eV/Å:
-1.4 0.4 0.7
0.0 0.0 0.0

Calculated values
highest occupied orbital energy: -11.5047 eV
LUMO: -5.927 eV
total charge: +2
total energy: -95367.656 eV
2S+1: 1
frontier orbital gap: 5.6 eV

---

Which of these has the lowest total energy? C44H62N5P2S2Y

---

Which value of frontier orbital gap does entry 4 give? 5.6 eV

---

Number 2 is which compound? C4H12N2

---

Copy entry 3 word for word.
ORCA calculation (ωB97M-V with the def2-TZVPD basis set) on 2 unconnected molecules or ions with the total composition C6H10O.

Positions of all 17 atoms, in Å:
C  -0.94759  -0.33827  0.37162
C  -0.17304  -1.35779  -0.44217
O  1.12201  -1.23292  -0.36601
C  1.82764  -0.22087  0.42370
C  1.58000  1.20213  0.00847
C  0.40154  1.73833  -0.30289
C  -0.92557  1.03096  -0.33299
H  -0.56614  -0.22008  1.39737
H  -1.98278  -0.69445  0.43735
H  -2.72738  -3.40968  -0.43099
H  -2.08177  -3.09043  -0.66113
H  1.56866  -0.38141  1.47386
H  2.88025  -0.47751  0.29216
H  2.45943  1.84470  0.00065
H  0.38681  2.79809  -0.55723
H  -1.26041  0.90326  -1.37110
H  -1.67099  1.68721  0.12858

Atoms 1-2, force components in eV/Å:
0.0 0.0 0.0
0.3 0.3 0.2

Calculated values
highest occupied orbital energy: -8.0878 eV
LUMO: 0.873 eV
total energy: -8427.265 eV
2S+1: 1
frontier orbital gap: 9.0 eV